(1)
# C20H26F4NO13Si

A cluster of 5 separate species, C20H26F4NO13Si in total at a distorted geometry (wB97M-V/def2-TZVPD, OMol25).

Values from the calculation:
Charge: +1
HOMO-LUMO gap in eV: 7.64
LUMO energy in eV: -5.09
HOMO level in eV: -12.7

```
65
Properties=species:S:1:pos:R:3:forces:R:3:mulliken_charge:R:1
C 0.72750 -4.19638 1.29417 -0.653 -0.146 0.450 -1.05
Si 2.26628 -3.73133 0.18352 0.405 -1.786 0.829 0.37
C 2.51916 -5.27337 -0.98387 -0.674 -0.621 -1.076 -0.98
C 3.77803 -3.35341 1.32003 0.336 1.324 0.540 -0.65
C 1.94821 -2.10959 -0.84718 0.124 2.726 -2.150 0.26
N 0.60915 -1.42763 -0.66704 2.445 2.705 -3.336 0.05
C 0.21684 -0.16288 -1.40816 3.854 -0.839 -1.604 -0.10
C 1.27024 0.49586 -2.49031 0.998 -3.438 2.278 -0.46
C 2.76385 -0.19032 -2.74111 -3.225 -1.676 2.999 -0.27
C 3.11168 -1.53745 -1.85988 -2.291 2.652 -0.641 0.20
O 4.45763 -2.15047 -2.04119 -3.182 2.710 1.365 -0.50
H 1.11069 -4.73963 2.26776 -0.688 1.147 -1.946 0.31
H 0.11241 -3.26524 1.64411 0.910 -1.786 -0.479 0.26
H 0.04021 -4.96379 0.73199 1.163 1.631 1.074 0.28
H 2.10580 -6.27731 -0.48885 1.051 2.277 -0.874 0.32
H 3.62843 -5.42477 -1.32584 -2.191 0.286 0.574 0.31
H 1.81793 -5.10731 -1.93751 1.663 -0.428 1.868 0.29
H 3.85442 -2.16688 1.38419 0.059 -2.417 -0.064 -0.03
H 3.52656 -3.71219 2.41143 0.779 0.501 -2.183 0.32
H 4.79515 -3.75775 0.90183 -2.007 0.706 0.998 0.30
H -0.09877 -1.82069 0.01738 1.433 0.431 -1.159 0.23
H -0.83117 0.32823 -1.22133 2.381 -1.251 -0.287 0.35
H 0.95662 1.46163 -3.07019 0.576 -2.091 1.255 0.40
H 3.53625 0.26503 -3.51655 -1.829 -1.049 1.865 0.37
H 5.12434 -1.40869 -1.83679 -1.274 -1.341 -0.282 0.37
C 3.84452 1.48251 1.47099 -1.452 0.036 -0.003 -0.37
C 4.90632 2.37707 2.01326 0.052 0.514 1.020 0.33
O 6.09274 1.64577 1.80233 -0.336 -0.401 -1.138 -0.31
C 5.84661 0.88044 0.70217 2.302 -1.380 -1.341 0.59
O 6.71241 0.32125 0.04981 -2.212 1.075 1.323 -0.55
O 4.51063 0.82191 0.41371 1.040 -0.140 -0.192 -0.10
F 4.74970 2.56013 3.34353 0.046 0.166 -0.022 -0.28
H 3.50008 0.74272 2.20138 0.176 0.217 0.124 0.22
H 2.97951 2.04003 1.10179 0.153 -0.154 -0.067 0.23
H 4.97695 3.34676 1.50905 0.028 -0.025 0.205 0.29
C -0.40659 -0.41489 -7.11969 -0.333 -0.955 -0.901 -0.46
C 0.81708 0.08146 -6.42834 0.836 0.205 -0.576 0.38
O 0.37295 1.24398 -5.76638 -0.633 -0.435 0.418 -0.27
C -0.94537 1.02074 -5.50393 -2.218 1.417 1.608 0.69
O -1.60446 1.67002 -4.70901 1.641 -1.522 -1.688 -0.55
O -1.43787 -0.02547 -6.23494 0.310 0.944 0.929 -0.30
F 1.76585 0.43719 -7.32331 0.242 -0.057 0.135 -0.30
H -0.56520 0.06037 -8.09352 0.260 0.050 0.140 0.28
H -0.39605 -1.49961 -7.25629 -0.161 0.187 0.132 0.29
H 1.23638 -0.61998 -5.69918 0.135 0.079 -0.097 0.25
C -2.58141 1.01928 1.23903 -0.524 -0.898 -0.883 -0.45
C -3.11998 2.09076 2.12424 -0.819 0.156 0.599 0.22
O -2.00989 2.45599 2.91240 0.654 -0.117 -0.977 -0.28
C -0.92254 2.21021 2.12886 3.090 1.293 0.931 0.53
O 0.19366 2.64969 2.34980 -2.646 -1.276 -0.675 -0.53
O -1.23687 1.41675 1.05970 0.431 0.518 0.494 -0.17
F -4.08062 1.60373 2.94133 -0.194 0.087 0.065 -0.29
H -2.60791 0.02968 1.70741 -0.163 0.203 0.186 0.29
H -3.10620 0.96822 0.28123 0.196 0.087 0.068 0.36
H -3.49596 2.96885 1.58841 -0.099 -0.089 0.166 0.33
C -7.30916 3.41072 5.23763 0.684 0.714 0.836 -0.41
C -7.52704 1.99251 4.83400 -0.296 -0.691 0.469 0.52
O -8.57590 2.07431 3.89587 0.543 0.642 -0.311 -0.29
C -8.44552 3.30453 3.32468 -1.595 1.265 -2.804 0.65
O -8.99059 3.63793 2.28564 1.377 -0.805 2.599 -0.53
O -7.62248 4.11782 4.05450 -0.505 -0.541 -0.729 -0.30
F -7.95063 1.25221 5.88289 0.090 -0.282 0.069 -0.29
H -7.98167 3.73076 6.04056 0.002 -0.290 -0.061 0.29
H -6.27795 3.60140 5.54688 -0.158 0.091 -0.194 0.27
H -6.65499 1.51860 4.37090 -0.105 -0.113 0.130 0.09
```
Positions in Å, forces in eV/Å.


(2)
# C34H28Cl2FIrN7O5

A structure of composition C34H28Cl2FIrN7O5 at a distorted geometry (wB97M-V/def2-TZVPD, OMol25).

Values from the calculation:
Charge: +2
Expectation value of S²: 0.767
HOMO-LUMO gap (alpha / beta) in eV: 6.35 / 6.13
LUMO energy (alpha / beta) in eV: -5.27 / -6.30
HOMO level (alpha / beta) in eV: -11.6 / -12.4
Multiplicity: 2

```
78
Properties=species:S:1:pos:R:3:forces:R:3:mulliken_charge:R:1
Ir 0.23251 3.22471 -0.18272 0.429 -1.221 -0.226 0.81
Cl 3.91488 9.06511 -0.60146 -0.001 -0.005 -0.025 -0.14
C 3.45337 7.43386 -0.37746 0.018 -0.001 0.022 0.19
C 2.15567 7.07038 -0.62068 0.014 -0.015 0.006 -0.91
C 1.77674 5.73713 -0.39145 0.244 -0.383 -0.360 0.25
N 0.57859 5.16514 -0.65940 -0.624 0.686 1.266 0.09
C -0.31598 5.74650 -1.55963 0.064 -0.177 -0.326 -0.08
O -0.54114 6.91376 -1.71689 -0.029 -0.019 0.046 -0.60
C -0.80380 4.66161 -2.47726 -0.055 -0.034 0.185 0.86
C -1.55718 4.91953 -3.59961 -0.019 -0.009 0.020 -0.66
C -1.84351 3.86712 -4.45632 0.026 -0.020 0.042 -0.41
C -1.35371 2.60813 -4.15066 -0.023 0.006 -0.050 -0.88
C -0.62736 2.42028 -2.98925 0.253 -0.020 -0.002 -0.14
N -0.34695 3.43293 -2.16643 -0.077 0.264 -0.133 0.09
C 2.74899 4.77707 0.05645 -0.380 0.257 0.381 0.43
C 4.07161 5.17114 0.29993 -0.008 -0.003 -0.021 -0.91
C 4.41812 6.47802 0.07303 0.006 0.026 -0.017 0.16
Cl 6.03972 6.95981 0.32146 -0.009 -0.003 0.022 -0.15
N 2.18456 3.57078 0.30465 0.645 -0.477 -1.230 0.07
C 2.78609 2.61955 1.11393 -0.203 0.157 0.345 -0.05
O 3.95425 2.34698 1.20611 -0.006 0.003 -0.024 -0.62
C 1.73022 2.08697 2.04883 0.049 -0.065 -0.175 0.92
C 2.02299 1.32465 3.15857 0.007 -0.023 -0.042 -0.61
C 0.98983 1.01471 4.03146 -0.006 0.001 -0.005 -0.41
C -0.28805 1.47320 3.75254 -0.026 -0.012 0.025 -0.85
C -0.51145 2.21679 2.60534 0.064 0.122 -0.020 -0.23
N 0.49042 2.52054 1.77773 -0.239 0.491 0.268 -0.06
H 1.43405 7.80088 -0.94930 0.005 0.001 0.002 0.66
H -1.89541 5.93102 -3.77560 0.005 0.001 -0.016 0.52
H -2.43355 4.02812 -5.34776 0.007 0.000 -0.007 0.46
H -1.53312 1.76337 -4.79977 -0.025 0.004 0.004 0.44
H -0.23566 1.45147 -2.71042 -0.017 0.036 0.013 0.68
H 4.81117 4.45721 0.62629 -0.004 0.005 0.003 0.65
H 3.04599 1.01518 3.32191 0.001 0.008 0.015 0.56
H 1.18263 0.43808 4.92610 -0.001 0.007 0.005 0.49
H -1.11410 1.27706 4.42118 0.003 -0.017 -0.001 0.48
H -1.48622 2.59320 2.32854 -0.005 0.003 -0.008 0.62
C -4.00526 -3.24551 -1.47896 0.003 -0.007 0.007 -0.95
C -3.85986 -2.60024 -0.11154 0.028 0.016 0.038 -1.01
N -2.73667 -1.64531 -0.06288 0.014 -0.025 -0.021 0.17
C -2.99337 -0.34905 -0.29331 -0.003 0.013 0.002 -0.08
C -2.04596 0.63659 -0.34491 0.047 -0.095 -0.069 0.51
C -2.50197 2.04997 -0.61347 0.231 0.107 0.321 0.01
O -3.47782 2.25245 -1.29606 -0.131 -0.081 0.003 -0.64
O -1.80570 2.95535 0.01790 -0.228 0.411 -0.447 -0.74
C -0.68290 0.28631 -0.20339 -0.081 0.102 -0.208 1.42
O 0.28465 1.08983 -0.36419 0.095 0.016 0.471 -1.26
C -0.39540 -1.11342 0.04658 -0.027 -0.046 -0.010 0.80
C 0.92667 -1.53946 0.21951 -0.008 0.018 -0.008 -0.56
C 1.20804 -2.85652 0.41654 -0.023 -0.076 -0.031 0.20
F 2.49932 -3.21346 0.54303 0.005 -0.053 0.011 -0.34
C 0.19958 -3.84561 0.45859 0.012 0.041 0.067 -1.46
C -1.10835 -3.41465 0.31154 0.023 0.032 0.028 -0.40
C -1.42454 -2.06441 0.09960 -0.038 -0.014 -0.037 -0.38
N 0.45327 -5.22122 0.66395 -0.009 -0.019 -0.043 0.18
C -0.21647 -6.18295 -0.20527 0.013 -0.010 -0.035 -0.43
C -0.64978 -7.39118 0.63439 -0.002 -0.026 -0.010 -0.76
N 0.28778 -7.50011 1.80881 0.000 0.033 -0.016 -0.14
C 1.69091 -7.20049 1.37085 -0.003 0.000 0.040 -0.78
C 1.78292 -5.70210 1.05287 -0.037 0.054 0.010 -0.72
H -4.85607 -3.92571 -1.47845 0.001 -0.005 -0.001 0.40
H -3.11328 -3.80808 -1.75760 0.005 0.002 -0.004 0.28
H -4.17867 -2.48927 -2.24412 -0.007 0.002 0.001 0.34
H -3.71965 -3.33671 0.67788 -0.024 0.013 0.017 0.43
H -4.75353 -2.03834 0.15101 -0.009 -0.005 -0.026 0.47
H -4.03175 -0.08559 -0.45456 0.006 0.009 -0.023 0.57
H 1.73308 -0.81994 0.16744 0.002 -0.005 0.001 0.64
H -1.90221 -4.14279 0.37449 0.004 0.005 0.011 0.70
H 0.44750 -6.49733 -1.01859 0.008 -0.014 0.009 0.29
H -1.09346 -5.74390 -0.67001 0.029 -0.001 -0.013 0.31
H -0.57958 -8.32151 0.07405 -0.016 -0.005 0.008 0.37
H -1.65653 -7.29175 1.03459 0.004 0.031 0.006 0.42
H 0.21668 -8.42046 2.24380 0.017 0.000 -0.017 0.35
H 0.01450 -6.80353 2.50500 -0.010 -0.028 0.013 0.38
H 1.88113 -7.83124 0.50477 0.011 0.007 -0.002 0.35
H 2.37838 -7.48270 2.16422 -0.003 0.000 0.000 0.39
H 2.53940 -5.56863 0.27679 0.002 0.002 -0.022 0.44
H 2.10975 -5.15937 1.93715 0.015 0.029 -0.006 0.51
```
Positions in Å, forces in eV/Å.


(3)
# C2H4O2S

An isolated molecule of C2H4O2S at a distorted geometry (wB97M-V/def2-TZVPD, OMol25).

Values from the calculation:
Charge: 0
HOMO-LUMO gap in eV: 9.05
LUMO energy in eV: 0.27
HOMO level in eV: -8.8
SMILES: OCC(O)=S

```
9
Properties=species:S:1:pos:R:3:forces:R:3:mulliken_charge:R:1
C 0.45444 0.01530 -0.50425 -0.429 1.143 -0.265 -0.14
C -1.04422 -0.27495 -0.19084 1.091 -0.581 -0.156 0.25
H 1.52286 0.96864 0.96333 -0.252 0.153 -0.605 0.33
H 0.54819 0.94474 -1.05282 -0.307 0.164 -0.335 0.27
H 0.94554 -0.74239 -1.07905 -0.303 -0.689 -0.486 0.25
H -0.29083 -0.09792 1.43894 -1.074 -0.433 0.297 0.44
O 1.18282 0.11250 0.68473 0.614 -0.447 1.717 -0.60
O -1.23052 -0.32092 1.12237 0.789 0.501 -0.486 -0.48
S -2.08827 -0.60500 -1.38241 -0.130 0.189 0.319 -0.31
```
Positions in Å, forces in eV/Å.


(4)
# C5H13NS

An isolated molecule of C5H13NS (wB97M-V/def2-TZVPD, OMol25).

Values from the calculation:
Charge: 0
HOMO-LUMO gap in eV: 9.62
LUMO energy in eV: 0.97
HOMO level in eV: -8.6
SMILES: CCCNCCS

```
20
Properties=species:S:1:pos:R:3:forces:R:3:mulliken_charge:R:1
C -0.35678 1.53931 1.10137 -0.629 0.602 -0.275 -0.78
N -1.13920 1.34172 -0.13542 0.437 -0.280 0.289 -0.38
C -0.40567 0.66855 -1.21550 -0.776 0.344 0.104 -0.66
C -0.30609 -0.83872 -1.08975 0.744 -0.315 0.073 -0.37
S 1.00269 -1.57829 -2.11915 0.061 -0.104 -0.058 -0.25
C -0.58189 0.49213 2.20378 0.380 -0.275 -0.608 -0.23
C 0.68201 0.12980 3.00137 0.000 -0.033 -0.202 -1.19
H 0.67855 1.65412 0.79907 0.322 -0.303 0.125 0.33
H -0.64156 2.52502 1.47772 0.065 0.027 0.181 0.35
H -1.96112 0.80341 0.11787 -0.133 0.101 -0.290 0.25
H 0.57819 1.11810 -1.31523 0.151 -0.006 0.173 0.38
H -0.93196 0.91281 -2.13541 -0.017 -0.079 -0.297 0.39
H 0.03565 -1.13017 -0.09437 -0.065 0.118 0.056 0.11
H -1.25045 -1.34223 -1.25907 -0.226 0.012 -0.094 0.37
H 0.63080 -1.15890 -3.33732 -0.186 0.081 0.084 0.11
H -0.98700 -0.40036 1.71613 0.179 -0.057 0.062 0.24
H -1.38768 0.82562 2.84016 -0.161 0.177 0.387 0.40
H 0.67660 0.51567 4.02075 0.008 -0.053 -0.056 0.32
H 0.81718 -0.94681 3.02224 -0.113 -0.199 0.323 0.30
H 1.58282 0.49030 2.50326 -0.040 0.244 0.025 0.33
```
Positions in Å, forces in eV/Å.


(5)
# C20H14F3N3O3S

An isolated molecule of C20H14F3N3O3S at a distorted geometry (wB97M-V/def2-TZVPD, OMol25).

Values from the calculation:
Charge: 0
HOMO-LUMO gap in eV: 8.24
LUMO energy in eV: -0.78
HOMO level in eV: -9.0
SMILES: Cc1ccc(-c2cc(C(F)(F)F)nc(SCC(=O)c3cccc([N+](=O)[O-])c3)n2)cc1

```
44
Properties=species:S:1:pos:R:3:forces:R:3:mulliken_charge:R:1
C -5.26354 -2.72261 -0.27760 -0.071 0.022 0.021 -1.46
C -4.14311 -1.76435 -0.02631 0.121 0.070 -0.005 1.07
C -3.28235 -1.93763 1.05270 -0.066 -0.003 -0.098 -0.78
C -2.26103 -1.04215 1.29258 0.061 0.225 -0.047 -0.50
C -2.08220 0.06665 0.46431 -0.446 -0.388 -0.119 0.86
C -2.93986 0.24165 -0.62167 0.173 -0.027 0.204 -0.66
C -3.94996 -0.66698 -0.86060 -0.070 -0.069 0.049 -1.02
H -4.60171 -0.52741 -1.71078 -0.054 0.003 -0.105 0.37
H -2.78669 1.06417 -1.30159 0.010 0.115 -0.098 0.47
C -0.99517 1.00095 0.72874 0.388 0.734 0.057 0.42
N 0.07030 0.52197 1.36801 -0.300 0.011 0.011 -0.34
C 1.08317 1.33907 1.59888 -0.327 0.092 -0.183 0.22
N 1.14422 2.62043 1.27176 0.233 0.157 0.028 -0.57
C 0.07863 3.10587 0.65048 -0.236 -0.311 -0.014 -0.28
C -1.03534 2.35023 0.34170 0.208 -0.140 0.176 -0.34
H -1.88467 2.77564 -0.16170 -0.081 0.056 -0.042 0.67
C 0.18122 4.56622 0.27129 0.028 0.650 -0.160 0.86
F 0.44915 5.34770 1.32320 0.044 -0.196 0.183 -0.27
F -0.95566 5.03059 -0.27007 -0.223 -0.206 -0.035 -0.29
F 1.14812 4.77782 -0.63181 0.106 -0.240 -0.002 -0.27
S 2.50915 0.71531 2.39005 0.278 -0.384 0.347 -0.21
C 2.15445 -1.08267 2.40192 0.166 0.432 0.306 -0.35
C 3.10572 -1.81614 1.48311 -0.245 0.102 0.082 0.36
O 3.76502 -2.75136 1.86144 0.097 -0.009 0.014 -0.55
C 3.21965 -1.27115 0.09991 0.340 -0.084 -0.629 0.25
C 2.12984 -0.74865 -0.58337 -0.026 -0.007 -0.163 0.34
C 2.31942 -0.20052 -1.84324 1.037 -0.550 0.593 -0.19
C 3.56985 -0.18666 -2.45064 -0.310 0.091 -0.062 -0.63
C 4.64497 -0.73979 -1.77914 -0.051 -0.015 0.073 -0.55
C 4.47221 -1.27823 -0.51486 -0.193 -0.020 0.103 -0.90
H 5.30646 -1.70316 0.02263 0.078 -0.043 0.041 0.47
H 5.62107 -0.74347 -2.23817 0.077 0.020 -0.046 0.40
H 3.67705 0.25720 -3.42861 0.012 0.000 -0.027 0.49
N 1.19287 0.39004 -2.52195 -0.387 0.188 -0.192 0.93
O 0.17822 0.56229 -1.87410 -0.249 0.016 0.005 -0.49
O 1.32569 0.69043 -3.68571 -0.013 0.105 -0.318 -0.63
H 1.13339 -0.77188 -0.16918 0.012 0.055 0.060 0.68
H 2.27386 -1.44910 3.42061 -0.042 -0.057 -0.107 0.53
H 1.11676 -1.17695 2.07716 0.051 -0.108 0.042 0.04
H -1.60113 -1.17896 2.13587 0.053 -0.017 0.053 0.45
H -3.41504 -2.78564 1.70895 -0.018 -0.087 0.060 0.36
H -5.42355 -2.86037 -1.34450 -0.044 -0.059 -0.054 0.38
H -6.18685 -2.33043 0.15020 -0.089 -0.046 0.002 0.28
H -5.06259 -3.68798 0.18010 -0.031 -0.079 -0.004 0.37
```
Positions in Å, forces in eV/Å.


(6)
# C2H9NO2

A cluster of 3 separate species, C2H9NO2 in total at a distorted geometry (wB97M-V/def2-TZVPD, OMol25).

Values from the calculation:
Charge: 0
HOMO-LUMO gap in eV: 9.16
LUMO energy in eV: 0.84
HOMO level in eV: -8.3
SMILES: C=CN.O.O

```
14
Properties=species:S:1:pos:R:3:forces:R:3:mulliken_charge:R:1
C 0.00634 0.73627 0.26301 -0.425 0.194 0.302 -0.88
C 0.20029 -0.57757 0.24613 1.765 -0.391 0.436 0.15
N -0.23311 -1.53426 1.15772 -0.641 0.163 0.305 -0.54
H -0.74520 1.20415 0.88448 0.068 -0.002 0.246 0.29
H 0.67422 1.39073 -0.27177 -0.268 -0.043 -0.558 0.25
H 0.97079 -0.96163 -0.41515 -0.126 -0.043 -0.244 0.23
H -0.40083 -1.13511 2.06926 -0.295 -0.016 0.007 0.25
H 0.34486 -2.35490 1.27347 -0.032 0.186 -0.441 0.26
H -2.20314 -0.86247 -6.15030 -0.099 -0.033 0.192 0.32
H -1.36747 -0.03050 -5.20637 -0.037 0.006 0.152 0.32
O -2.13357 -0.61403 -5.21946 0.133 0.025 -0.345 -0.64
H 1.83447 1.98165 4.40443 -0.193 -0.148 0.434 0.31
H 1.68138 1.47792 3.03274 -0.399 -0.456 0.045 0.32
O 1.37097 1.27975 3.93182 0.548 0.558 -0.532 -0.63
```
Positions in Å, forces in eV/Å.